Here is a cluster of 9 separate species, C41H80F18NO19P2S6 in total from the OMol25 dataset. Energies are from ωB97M-V with the def2-TZVPD basis set.

## Properties
HOMO energy (eV): -2.363
LUMO energy (eV): 2.40

```
! RIJCOSX wB97M-V def2-TZVPD def2/J DEFGRID3
* xyz -3 1
C 5.6609 -7.7041 -17.8191
C 5.3888 -6.8238 -16.6105
O 6.2424 -6.4736 -15.8174
N 4.0590 -6.0324 -16.5949
H 3.3227 -6.5648 -17.0360
H 3.6730 -5.8308 -15.6835
C 4.2620 -4.7773 -17.4322
H 6.5444 -8.3046 -17.6026
H 5.7358 -7.1762 -18.7699
H 4.8708 -8.4147 -18.0613
H 4.9319 -4.1779 -16.8157
H 3.3167 -4.2467 -17.5464
H 4.6242 -5.0504 -18.4233
C 10.0003 5.4848 -17.7472
C 9.7128 4.0448 -17.9779
C 8.8944 3.2448 -16.9735
C 7.3521 3.4689 -17.1262
P 6.3720 2.7213 -15.7908
C 6.7510 3.5293 -14.3365
C 6.1178 4.8430 -13.9715
C 6.7344 5.3891 -12.6854
C 7.5240 6.5886 -12.8872
C 4.6228 2.9853 -16.1278
C 4.0317 2.4323 -17.4013
C 2.6435 3.0354 -17.8283
C 1.8953 2.1784 -18.9231
C 6.8580 0.9715 -15.6547
C 8.2214 0.5411 -15.0653
C 8.3575 -0.9994 -15.0789
C 9.8219 -1.3760 -14.8587
H 10.1547 5.7396 -16.6987
H 9.2267 6.0967 -18.2111
H 10.8187 5.8958 -18.3382
H 10.6772 3.5549 -18.1124
H 9.4633 3.9715 -19.0364
H 9.2740 3.3773 -15.9604
H 9.1492 2.2007 -17.1553
H 6.9537 3.0170 -18.0346
H 7.1345 4.5341 -17.2054
H 7.8250 3.7111 -14.3762
H 6.6337 2.7915 -13.5428
H 5.0417 4.8609 -13.7987
H 6.2279 5.5777 -14.7691
H 7.2838 4.6251 -12.1352
H 5.9683 5.4920 -11.9168
H 8.1846 6.5002 -13.7497
H 8.1797 6.7014 -12.0238
H 6.8852 7.4639 -13.0044
H 4.3994 4.0501 -16.0620
H 4.0903 2.6172 -15.2508
H 4.0704 1.3431 -17.4173
H 4.7420 2.6782 -18.1907
H 2.7155 4.0675 -18.1712
H 2.0377 3.1940 -16.9362
H 0.8432 2.4631 -18.9187
H 2.0085 1.0992 -18.8199
H 2.3016 2.4744 -19.8903
H 6.7518 0.4638 -16.6134
H 6.1023 0.5663 -14.9818
H 8.1329 0.8008 -14.0104
H 9.0553 1.1034 -15.4855
H 8.0501 -1.3371 -16.0686
H 7.7916 -1.4491 -14.2630
H 9.9262 -2.4564 -14.7582
H 10.1817 -1.0054 -13.8988
H 10.4458 -1.0547 -15.6928
C -0.6870 -14.6354 -21.5548
C -1.0378 -14.6770 -20.0889
C -1.7474 -16.0188 -19.7741
C -0.9400 -17.3036 -20.1462
P 0.7066 -17.6385 -19.3067
C 1.1476 -19.4281 -19.5456
C 0.0437 -20.5037 -19.2947
C 0.7204 -21.9140 -19.0400
C 1.6944 -22.4261 -20.1092
C 0.5643 -17.2379 -17.5131
C 1.0899 -18.2925 -16.4419
C 0.5630 -18.0176 -15.0130
C 0.8307 -16.5855 -14.4123
C 2.0496 -16.6043 -20.1381
C 3.4096 -16.6637 -19.4835
C 4.5029 -15.8832 -20.1486
C 4.3730 -14.3808 -19.6466
H 0.1696 -15.2603 -21.8075
H -0.4842 -13.6468 -21.9667
H -1.5231 -15.0373 -22.1271
H -1.5735 -13.8121 -19.6977
H -0.1084 -14.6795 -19.5194
H -2.7065 -16.0012 -20.2917
H -2.1433 -16.0311 -18.7586
H -0.6746 -17.2241 -21.2004
H -1.6001 -18.1700 -20.1053
H 2.1244 -19.5907 -19.0901
H 1.3075 -19.4581 -20.6234
H -0.6790 -20.6301 -20.1009
H -0.5459 -20.2629 -18.4101
H -0.0341 -22.6975 -18.9685
H 1.1549 -21.8819 -18.0408
H 2.3763 -21.6493 -20.4552
H 1.2165 -22.9490 -20.9376
H 2.4012 -23.0719 -19.5882
H -0.5220 -17.3088 -17.4578
H 0.8708 -16.1961 -17.4201
H 2.1789 -18.2796 -16.3980
H 0.8943 -19.3421 -16.6611
H 1.0497 -18.6571 -14.2766
H -0.5015 -18.2437 -14.9497
H 0.4614 -16.5615 -13.3871
H 0.2041 -15.7997 -14.8342
H 1.8513 -16.2046 -14.4505
H 1.7129 -15.5773 -20.2800
H 2.2259 -16.9830 -21.1449
H 3.6766 -17.7175 -19.5625
H 3.3189 -16.3839 -18.4339
H 4.2428 -15.7993 -21.2038
H 5.5025 -16.3064 -20.0496
H 3.3859 -13.9321 -19.7583
H 4.9022 -13.7052 -20.3185
H 4.5448 -14.1485 -18.5956
C 2.4059 -8.7076 -22.5331
F 2.0495 -10.0333 -22.3280
F 3.6775 -8.6822 -22.2043
F 2.3250 -8.5533 -23.9014
S 1.2861 -7.3556 -21.6639
O 1.2868 -6.2132 -22.5383
O -0.0706 -7.9067 -21.7462
O 1.8367 -7.1386 -20.2898
C 11.1082 -11.1621 -16.7929
F 11.8111 -11.8482 -15.9514
F 9.7909 -11.3637 -16.6454
F 11.4417 -9.8475 -16.6756
S 11.6435 -11.6804 -18.6691
O 10.9103 -10.7513 -19.5285
O 13.0912 -11.5883 -18.7328
O 11.1351 -13.0385 -18.9091
C 3.7723 -6.0167 -10.3697
F 4.0825 -5.8804 -9.0937
F 4.6875 -6.7676 -10.9829
F 2.5951 -6.6426 -10.5174
S 3.6485 -4.2352 -11.1489
O 3.3957 -4.3567 -12.5646
O 2.6516 -3.4672 -10.3850
O 4.9557 -3.6060 -10.9076
C -1.4522 -1.4482 -15.5474
F -2.1971 -0.3880 -15.5284
F -1.6999 -2.1760 -16.7259
F -0.1739 -1.1082 -15.4799
S -1.9096 -2.6432 -14.0757
O -1.7040 -1.8363 -12.8674
O -3.2591 -3.1551 -14.1990
O -0.9249 -3.6867 -14.2713
C 3.8724 -11.8320 -14.0199
F 5.0017 -11.2586 -14.4683
F 4.1954 -13.1076 -14.0994
F 3.6845 -11.5437 -12.7342
S 2.3885 -11.3230 -15.1612
O 1.1848 -11.9203 -14.5691
O 2.2386 -9.8538 -14.9686
O 2.6744 -11.7505 -16.5368
C 7.8411 -2.9221 -22.0415
F 8.7081 -2.8037 -23.0681
F 6.8803 -3.7844 -22.3557
F 8.5485 -3.4518 -21.0103
S 7.0737 -1.1937 -21.6200
O 6.4930 -0.7000 -22.8881
O 6.1334 -1.5072 -20.5265
O 8.1684 -0.2898 -21.1603
*
```



Here is a cluster of 3 separate species, C41H80N5O6S3 in total from the OMol25 dataset. Energies are from ωB97M-V with the def2-TZVPD basis set.

## Properties
HOMO energy (eV): -9.799
LUMO energy (eV): -5.07

```
! RIJCOSX wB97M-V def2-TZVPD def2/J DEFGRID3
* xyz 1 1
C 5.2123 -3.9491 0.1185
C 6.3151 -3.1738 1.0815
C 6.4632 -1.5933 0.6025
C 5.1927 -0.6877 1.1975
C 4.9411 0.6654 0.2783
C 4.2088 0.1759 -1.1140
C 3.8421 1.4293 -2.1423
C 2.3662 2.0271 -1.7090
N 1.2883 1.8581 -2.7568
C 0.6534 0.4892 -2.6090
C 0.0538 -0.1467 -3.9976
C -0.9058 -1.4853 -3.7630
C -0.0608 -2.8742 -3.5448
C -1.0865 -3.9577 -2.8501
C -1.0448 -5.4605 -3.5043
C -1.6092 -6.6254 -2.4467
C -3.0681 -6.2517 -1.7896
C 0.2732 2.9794 -2.7470
S -0.5554 3.4731 -4.1887
S -0.2042 3.9864 -1.1956
C -0.3734 2.7452 0.2438
C -1.1150 3.3821 1.5633
C -2.4909 2.6130 2.0210
N -2.2492 1.3464 2.8491
C -2.7393 1.2816 4.3035
C -2.5680 -0.0547 5.2733
C -1.8215 -1.4038 4.6422
C -1.5932 -2.8129 5.4496
O -2.5202 -3.7802 5.2505
O -0.4625 -3.1421 6.3328
S 0.5749 -4.2649 5.5503
C -1.3123 -1.3013 3.0872
C -0.5855 -2.5395 2.2391
C -1.6735 -3.0345 1.1104
C -2.2239 -2.1547 -0.1609
N -2.1836 -4.3251 1.2627
C -1.5707 0.1193 2.2814
H 4.4422 -4.4977 0.8444
H 5.7422 -4.7676 -0.5322
H 4.6035 -3.1721 -0.5460
H 7.3634 -3.7004 0.9130
H 5.9345 -3.2817 2.1963
H 6.4420 -1.6045 -0.5697
H 7.5116 -1.1438 0.9125
H 4.2211 -1.3687 1.2579
H 5.4859 -0.4232 2.3035
H 4.3062 1.3989 0.9330
H 6.0232 1.1213 0.0741
H 3.2496 -0.4304 -0.7869
H 4.8932 -0.5737 -1.7119
H 3.9415 1.1533 -3.2750
H 4.6604 2.2658 -1.9054
H 2.0212 1.3720 -0.7724
H 2.5574 3.1636 -1.4089
H 1.5215 -0.2458 -2.2524
H -0.1572 0.4474 -1.7382
H -0.6341 0.6152 -4.6056
H 0.8947 -0.4730 -4.7797
H -1.5523 -1.6416 -4.7506
H -1.6839 -1.2704 -2.8906
H 0.4178 -3.3194 -4.5173
H 0.7771 -2.6340 -2.7295
H -0.9113 -4.0835 -1.6913
H -2.1975 -3.5495 -2.9950
H 0.0597 -5.8031 -3.7893
H -1.6946 -5.5829 -4.4884
H -1.7636 -7.6557 -3.0288
H -0.8437 -6.7995 -1.5594
H -3.9232 -7.0065 -2.1327
H -3.4648 -5.1781 -2.0481
H -2.9507 -6.4229 -0.6147
H -0.9151 1.8153 -0.2156
H 0.7509 2.5250 0.5735
H -1.3367 4.5376 1.4110
H -0.3665 3.2962 2.4891
H -3.0573 3.3618 2.7572
H -3.2301 2.4191 1.1280
H -3.3054 2.1996 4.8101
H -2.9642 -0.1255 6.3818
H 1.5942 -4.7147 6.4069
H -0.2992 -3.4540 2.9119
H 0.3557 -2.0501 1.6937
H -1.3296 -1.6175 -0.7407
H -2.9141 -1.2671 0.2236
H -2.8698 -2.7609 -0.9289
H -2.8355 -4.4530 0.4452
H -1.2260 0.1538 1.1612
C 3.2293 3.3381 -5.9312
O 4.1654 2.2913 -5.7097
C 3.6677 1.0037 -6.0921
C 4.4431 0.4718 -7.3077
N 4.1184 1.2330 -8.5192
C 5.0038 0.9373 -9.6518
C 6.4898 1.3225 -9.5019
O 6.7162 2.7315 -9.4387
C 6.6130 3.2878 -8.1360
H 3.6351 4.2566 -5.4980
H 3.0739 3.5010 -7.0000
H 2.2749 3.1177 -5.4408
H 2.5862 1.0163 -6.2795
H 3.8468 0.3334 -5.2440
H 4.1874 -0.5816 -7.4650
H 5.5107 0.5382 -7.0760
H 4.1881 2.2276 -8.3137
H 4.5996 1.4822 -10.5117
H 4.9313 -0.1284 -9.8920
H 7.0023 0.9813 -10.4090
H 6.9800 0.8058 -8.6702
H 6.9148 2.5842 -7.3534
H 5.5952 3.6410 -7.9593
H 7.2706 4.1582 -8.0851
C -6.9029 5.5012 8.8827
O -7.6595 4.3570 9.2565
C -8.6485 3.9968 8.2849
C -8.2859 2.6563 7.6266
N -7.1166 2.7939 6.7510
C -6.5747 1.5097 6.2914
C -5.9794 0.5736 7.3630
O -4.7919 1.0799 7.9747
C -5.0191 1.9343 9.0862
H -6.2671 5.7810 9.7273
H -6.2612 5.2804 8.0270
H -7.5616 6.3456 8.6521
H -8.7996 4.7847 7.5355
H -9.5922 3.8744 8.8281
H -9.1382 2.3030 7.0362
H -8.0953 1.9341 8.4264
H -6.3817 3.2857 7.2552
H -5.7822 1.7468 5.5734
H -7.3515 0.9730 5.7370
H -5.6784 -0.3483 6.8517
H -6.7138 0.2706 8.1166
H -5.9278 1.6734 9.6382
H -5.0584 2.9745 8.7570
H -4.1686 1.8422 9.7651
*
```



Here is a cluster of 7 separate species, C41H81Cl7N4O4 in total from the OMol25 dataset. Energies are from ωB97M-V with the def2-TZVPD basis set.

## Properties
HOMO energy (alpha / beta) (eV): -8.137 / -9.352
LUMO energy (alpha / beta) (eV): 0.07 / -0.86

```
! RIJCOSX wB97M-V def2-TZVPD def2/J DEFGRID3
* xyz 0 5
C 0.9947 1.7671 -3.1874
C 0.9645 2.4449 -1.8044
C 2.4651 2.7279 -1.6598
C 2.8446 3.7315 -0.5978
C 2.0528 4.9595 -0.8357
C 0.5686 4.7061 -0.7730
N 0.1926 3.6764 -1.7695
O -1.1946 3.4539 -1.7482
C 0.1917 4.5117 0.7164
C -0.0932 6.0111 -1.3257
C 0.6290 1.2901 -0.8484
H 1.2535 2.4706 -3.9824
H 0.0182 1.4586 -3.5726
H 1.6086 0.8715 -3.2611
H 3.0380 1.8143 -1.4878
H 2.8636 2.9914 -2.6416
H 3.9153 3.9414 -0.6391
H 2.7046 3.4140 0.4390
H 2.2030 5.2465 -1.8824
H 2.4653 5.8080 -0.2897
H 0.7104 5.1337 1.4465
H -0.8552 4.7973 0.8292
H 0.3822 3.4962 1.0622
H 0.2445 6.2000 -2.3449
H -1.1783 5.9103 -1.3720
H 0.0631 6.9281 -0.7565
H -0.4393 1.0822 -0.9005
H 0.8376 1.7472 0.1216
H 1.1715 0.3539 -0.9550
C -4.1996 -3.7740 -4.6874
C -4.5376 -2.2666 -4.5857
C -3.3477 -1.6717 -3.7762
C -3.3922 -0.1532 -3.7816
C -3.4692 0.4332 -5.2163
C -4.6569 -0.1160 -6.0744
N -4.8235 -1.5847 -5.8666
O -5.7595 -2.1229 -6.6742
C -5.9367 0.7675 -5.9034
C -4.0447 0.0752 -7.4716
C -5.7848 -2.0624 -3.6654
H -5.0569 -4.4121 -4.9057
H -3.7859 -4.1849 -3.7664
H -3.4705 -3.9750 -5.4737
H -3.4422 -2.1542 -2.8023
H -2.3215 -1.9671 -4.0058
H -2.5038 0.2962 -3.3304
H -4.1684 0.3319 -3.1910
H -2.5125 0.3084 -5.7210
H -3.6125 1.4977 -5.0283
H -6.4487 0.6666 -4.9475
H -5.6290 1.8139 -5.9481
H -6.5869 0.6507 -6.7694
H -3.5617 -0.8537 -7.7707
H -4.7277 0.4421 -8.2417
H -3.3049 0.8687 -7.5955
H -5.8668 -0.9756 -3.5932
H -5.6987 -2.3933 -2.6309
H -6.7343 -2.3607 -4.1085
C 7.4291 -3.5263 1.4865
C 6.4783 -2.5931 0.6698
C 5.0858 -2.6874 1.2865
C 4.8414 -1.9529 2.5451
C 5.3206 -0.5045 2.3089
C 6.8204 -0.3383 1.9191
N 7.0304 -1.2344 0.7171
O 8.1556 -0.9739 -0.0016
C 6.9204 1.1344 1.6090
C 7.7447 -0.7142 3.0986
C 6.3630 -3.3530 -0.6781
H 7.3526 -4.6032 1.3400
H 7.2968 -3.2830 2.5402
H 8.4482 -3.3072 1.1629
H 4.4150 -2.3529 0.4898
H 4.6996 -3.6774 1.5405
H 5.4141 -2.3482 3.3863
H 3.7753 -2.0076 2.7677
H 5.1493 0.1062 3.1966
H 4.7028 -0.1183 1.4959
H 6.3040 1.5939 0.8401
H 7.1884 1.6579 2.5258
H 7.9190 1.2102 1.1603
H 8.3287 0.1128 3.5043
H 7.2078 -1.0825 3.9742
H 8.4649 -1.4798 2.8159
H 5.9249 -4.3282 -0.4797
H 7.3679 -3.4164 -1.0994
H 5.8290 -2.8755 -1.5020
C 0.3265 -0.9580 2.1825
C -0.4669 -2.2498 2.0312
C -1.1245 -2.6826 3.3393
C -2.3306 -1.8566 3.7069
C -3.3175 -1.8443 2.5149
C -2.7507 -1.4324 1.1768
N -1.5189 -2.2743 0.9757
O -0.9299 -2.1412 -0.3182
C -3.8996 -1.7577 0.1979
C -2.3936 0.0679 1.2506
C 0.5535 -3.4281 1.7733
H 1.3628 -1.2044 2.4200
H -0.0754 -0.0861 2.6929
H 0.5746 -0.5529 1.1978
H -1.4372 -3.7255 3.4112
H -0.4544 -2.5162 4.1858
H -2.0168 -0.8298 3.9187
H -2.7361 -2.1653 4.6705
H -4.1607 -1.2309 2.8342
H -3.6497 -2.8857 2.5365
H -3.8235 -1.1951 -0.7337
H -3.9226 -2.8354 0.0420
H -4.8613 -1.4320 0.5949
H -1.9233 0.4787 2.1419
H -1.7296 0.3793 0.4440
H -3.2842 0.6786 1.0869
H 1.3604 -3.4115 2.5053
H 1.0098 -3.2571 0.7960
H 0.1366 -4.4308 1.6886
Cl -6.1867 2.7596 -1.4978
C -4.5205 3.0581 -1.0334
C -4.2237 4.5196 -0.9039
Cl -5.4053 5.3240 0.1870
H -3.8724 2.5730 -1.7623
H -4.3274 2.6323 -0.0482
H -4.2397 4.9582 -1.8996
H -3.2595 4.5201 -0.3977
Cl 0.5951 1.6087 4.8724
C 0.3212 1.4751 6.6400
C 0.8703 2.5875 7.4711
Cl 0.0255 4.0956 7.2548
H 0.5308 0.5263 7.1366
H -0.7674 1.4088 6.6302
H 1.8614 2.9485 7.1903
H 1.0462 2.3498 8.5201
C -2.0795 -4.7979 6.7501
Cl -0.3646 -4.8124 6.2016
Cl -3.1503 -5.3414 5.4315
Cl -2.5388 -3.2323 7.3556
H -2.0472 -5.5085 7.5708
*
```



no.,largest force on an atom (eV/A)
1,4.8
2,9.3
3,5.2